[1]
DFT (the ωB97M-V functional and the def2-TZVPD basis) results for a cluster of 12 separate species, C24H40B2N2O48S8 in total in a non-equilibrium geometry.

As for the energy above the lowest of the compared OMol25 structures with the same formula, charge and spin: 189.0 kcal per mole. Its HOMO energy is -9.85 eV. As for the LUMO energy: -1.73 eV.

```
! wB97M-V def2-TZVPD RIJCOSX def2/J DEFGRID3
* xyz 0 1
N -3.99838 13.89655 -19.83231
H -3.91965 13.45807 -20.73875
H -4.87036 14.40379 -19.88189
H -3.28665 14.59973 -19.69418
H -4.26275 13.25295 -19.10020
N -9.40611 17.91375 -21.50341
H -8.52281 18.36947 -21.68286
H -9.63224 17.59947 -22.43625
H -10.11455 18.41030 -20.98220
H -9.22066 17.17611 -20.83889
O -6.28973 18.54168 -21.28968
C -5.84002 18.19876 -20.21524
O -4.56986 18.27476 -19.79802
B -4.54954 18.01737 -18.29523
O -5.99956 17.83196 -17.99418
C -6.77300 18.09390 -19.02672
O -8.01043 18.19663 -19.03244
O -3.81870 19.07660 -17.54777
C -2.88076 18.56702 -16.80073
O -2.03547 19.16020 -16.11417
C -2.76416 17.19193 -17.19578
O -3.71954 16.86846 -17.94736
O -1.85560 16.43911 -16.93898
O -6.63320 14.01636 -20.12881
C -7.73123 13.59684 -20.23730
O -8.06919 12.34426 -20.37998
B -9.53944 12.20487 -20.48416
O -10.03830 13.54784 -20.17129
C -9.04409 14.41486 -20.15142
O -9.13551 15.66571 -19.91982
O -10.00487 11.84510 -21.80597
C -10.92169 10.90237 -21.75930
O -11.60626 10.44363 -22.71908
C -10.91135 10.38060 -20.29268
O -10.04915 11.06967 -19.63472
O -11.69496 9.54785 -19.86705
C -3.67046 14.64931 -14.38241
C -3.65054 13.20536 -14.87972
O -4.96841 12.87028 -15.09703
S -5.70765 14.18450 -15.76386
O -7.11110 13.98982 -15.49895
O -5.27865 14.49954 -17.14331
O -4.90244 15.24187 -14.73713
H -2.94260 15.33163 -14.82145
H -3.65447 14.57819 -13.29485
H -3.14391 12.51709 -14.20319
H -3.09838 12.99722 -15.79618
C -9.02982 20.91301 -25.24316
C -7.61939 20.46208 -24.92736
O -7.22606 21.20513 -23.80389
S -8.41081 21.51079 -22.79218
O -8.22829 22.88880 -22.36966
O -8.52281 20.45376 -21.74948
O -9.61019 21.35013 -23.93871
H -9.66005 20.18380 -25.75223
H -9.01245 21.71668 -25.97931
H -6.90168 20.73956 -25.69937
H -7.42867 19.41197 -24.70604
C -4.30189 17.94020 -25.06111
C -3.99363 18.78952 -23.89142
O -2.98837 19.59534 -24.36915
S -3.19330 20.07189 -25.95656
O -1.93554 19.86358 -26.73271
O -3.85033 21.41441 -26.02378
O -4.23645 18.83424 -26.24386
H -5.33106 17.58549 -25.00567
H -3.58020 17.17833 -25.35575
H -3.61289 18.29501 -22.99777
H -4.89202 19.33463 -23.60187
C -0.89529 19.44595 -12.32413
C -0.77214 20.86477 -12.99493
O -1.61919 21.69398 -12.36326
S -1.71544 21.31623 -10.75641
O -3.09611 21.28282 -10.30542
O -0.73930 22.12564 -10.01142
O -1.21382 19.76488 -10.99824
H 0.08551 18.97633 -12.39883
H -1.72355 19.00604 -12.87963
H -1.17221 20.98038 -14.00225
H 0.23546 21.27336 -13.07178
C 1.91027 20.45030 -17.11144
C 1.14494 19.09523 -17.05125
O 2.13357 18.11168 -16.89701
S 3.30357 18.60191 -15.88866
O 4.68842 18.15046 -16.24851
O 2.88438 18.47891 -14.52968
O 3.10889 20.12776 -16.55876
H 1.44327 21.15262 -16.42097
H 2.16292 20.87858 -18.08141
H 0.46282 18.93823 -17.88681
H 0.55836 19.06771 -16.13295
C -10.15823 15.11192 -16.23963
C -10.22747 16.44096 -16.98522
O -11.28145 17.12571 -16.33742
S -12.53161 16.04657 -15.96296
O -13.37125 15.93585 -17.13610
O -13.09257 16.36040 -14.67758
O -11.45742 14.80517 -15.85081
H -9.47195 15.20079 -15.39748
H -9.84123 14.26833 -16.85281
H -10.52620 16.23510 -18.01307
H -9.32360 17.04816 -16.93593
C 0.05259 13.99069 -15.11989
C 1.27334 14.89531 -15.54330
O 2.31249 13.97482 -15.36676
S 2.14283 12.78508 -14.20627
O 2.30010 13.36764 -12.87710
O 2.90491 11.58806 -14.57805
O 0.58355 12.74911 -14.71727
H -0.73271 13.95587 -15.87500
H -0.42970 14.49974 -14.28540
H 1.51726 15.83811 -15.05367
H 1.10112 15.16537 -16.58518
C -5.37916 21.97165 -19.40894
C -4.30170 23.05855 -19.31182
O -3.78720 23.25122 -20.66120
S -3.71279 21.80914 -21.43024
O -2.59178 20.96068 -20.96884
O -3.88892 21.98397 -22.91325
O -5.07034 21.24816 -20.62504
H -6.38552 22.35700 -19.57278
H -5.23399 21.24070 -18.61349
H -3.46169 22.74214 -18.69346
H -4.72745 23.89219 -18.75337
*
```

[2]
DFT (the ωB97M-V functional and the def2-TZVPD basis) results for a structure of composition C49H33AsN8O4PtS.

As for the energy above the lowest of the compared OMol25 structures with the same formula, charge and spin: 4.4 kcal per mole. Its HOMO energy (alpha / beta) is -12.32 / -12.82 eV. As for the LUMO energy (alpha / beta): -5.18 / -8.21 eV.

```
! wB97M-V def2-TZVPD RIJCOSX def2/J DEFGRID3
* xyz 2 5
Pt -0.55386 0.84230 -0.98738
O -8.23136 1.27543 -0.86803
N -7.34513 0.45343 -0.91610
O -7.48924 -0.74038 -0.73901
C -5.97173 0.95489 -1.19115
C -5.82552 2.29531 -1.17517
C -4.54464 2.89356 -1.37135
C -4.37098 4.28574 -1.48930
C -3.11654 4.77014 -1.74201
C -2.04039 3.87267 -1.79871
N -2.17138 2.57174 -1.63752
C -3.41784 2.07685 -1.47721
C -3.58900 0.64573 -1.53698
N -2.47106 -0.07899 -1.79533
C -2.59795 -1.35230 -2.11212
C -3.82670 -2.00949 -2.10019
C -4.95411 -1.32249 -1.73660
C -4.86475 0.06134 -1.45941
H -6.69402 2.91871 -1.01602
H -5.22754 4.94357 -1.41581
H -2.93637 5.82447 -1.89491
H -1.03742 4.23101 -1.97227
H -1.70325 -1.87145 -2.41997
H -3.87119 -3.05513 -2.36891
H -5.90733 -1.81860 -1.69879
N 7.18703 0.60245 1.33664
C 6.11657 0.84308 0.58964
C 4.81024 0.75881 1.15854
C 3.72223 1.00712 0.38281
C 3.88860 1.36759 -0.96945
C 5.17188 1.45371 -1.54484
C 6.27236 1.18869 -0.78725
S 2.50419 1.65394 -2.07020
O 2.95205 2.66573 -2.97408
O 2.18406 0.34505 -2.58846
N 1.23960 2.12179 -1.19340
C 1.45532 3.25306 -0.39289
N 0.38367 3.86319 0.09931
C 0.60152 4.93752 0.85312
C 1.87010 5.42164 1.12103
C 2.91907 4.68707 0.59631
N 2.71996 3.59680 -0.13447
H 7.10426 0.37105 2.31580
H 8.12021 0.67247 0.95619
H 4.70685 0.49284 2.20273
H 2.72307 0.95350 0.79268
H 5.26166 1.74144 -2.58303
H 7.26775 1.24056 -1.20996
H -0.27936 5.42792 1.25388
H 2.03153 6.31059 1.71096
H 3.95126 4.96675 0.77486
N -2.79585 0.64860 8.69083
C -2.53002 0.66315 7.57324
C -2.19636 0.67679 6.18012
C -2.64822 1.72691 5.37255
C -2.31806 1.74228 4.03842
C -1.52706 0.70663 3.49018
C -1.08665 -0.34885 4.32210
C -1.41922 -0.36391 5.65347
C -1.19083 0.72822 2.13747
C -0.93199 0.77704 0.92256
H -3.25129 2.51256 5.80508
H -2.65805 2.54059 3.39343
H -0.49217 -1.14516 3.89388
H -1.09396 -1.16555 6.30151
C 4.72110 -2.52712 1.08085
C 4.65026 -2.45939 -0.30362
C 3.45752 -2.11720 -0.92660
C 2.33282 -1.84509 -0.15725
C 2.40438 -1.90327 1.23189
C 3.59723 -2.24756 1.85022
As 0.62650 -1.47835 -1.00345
C 0.66671 -2.60458 -2.57539
C 1.20641 -2.33523 -3.82373
C 1.12525 -3.30550 -4.81518
C 0.50753 -4.52226 -4.55971
C -0.04449 -4.78514 -3.31524
C 0.03026 -3.82848 -2.30913
C -0.57878 -3.96146 -0.96913
C -1.29156 -5.06454 -0.50973
C -1.88530 -5.02874 0.74281
C -1.78120 -3.89791 1.54360
C -1.06126 -2.79661 1.09886
C -0.45512 -2.83660 -0.14641
H 5.64436 -2.82625 1.56053
H 5.51843 -2.69842 -0.90467
H 3.40145 -2.08131 -2.00779
H 1.52389 -1.71070 1.83311
H 3.64500 -2.32546 2.92881
H 1.68109 -1.38719 -4.02794
H 1.54396 -3.10736 -5.79259
H 0.44591 -5.26913 -5.33968
H -0.53156 -5.73438 -3.13568
H -1.38883 -5.95182 -1.12133
H -2.43967 -5.88790 1.09598
H -2.26530 -3.87685 2.51128
H -0.99359 -1.90986 1.71523
*
```

[3]
DFT (the ωB97M-V functional and the def2-TZVPD basis) results for the ion CH3N4Si with charge -1 in a non-equilibrium geometry.

As for the energy above the lowest of the compared OMol25 structures with the same formula, charge and spin: 20.5 kcal per mole. Its HOMO energy is -4.13 eV. As for the LUMO energy: 3.71 eV.

```
! wB97M-V def2-TZVPD RIJCOSX def2/J DEFGRID3
* xyz -1 1
C -0.27976 0.01923 0.26928
N -2.17297 0.11622 -0.68276
N -0.95990 0.28493 -0.96436
N -1.18644 -0.29041 1.20188
N -2.36088 -0.22512 0.62956
Si 1.53101 -0.00583 -0.03607
H 1.44148 -0.64011 -1.34501
H 2.12878 -0.62734 1.05470
H 1.85867 1.36843 -0.12722
*
```